(1)
C58H68BF7IO3 | the ωB97M-V functional and the def2-TZVPD basis

Values from the calculation:
LUMO: 2.123 eV
Energy: -95195.271 eV
Charge: -1

Last column: Löwdin charge in e.
Cartesian coordinates (Å):
I 0.287 -3.231 0.808  0.51
F -0.552 -0.253 8.217  0.02
F -0.149 2.860 2.075  0.03
F 0.592 1.870 -3.542  0.05
F 6.664 4.572 1.408  0.04
F -7.681 -2.650 -0.618  0.06
F 5.781 5.806 -3.143  0.04
F 0.313 8.185 -0.929  0.05
O -2.782 -2.942 0.842  -0.09
O 4.319 -3.145 -1.597  -0.20
O -2.200 -4.979 -0.030  -0.07
C -0.760 -2.555 8.641  -0.03
C 5.491 1.788 -0.583  -0.07
C -2.477 -4.137 -1.153  -0.30
C -9.607 -4.938 -2.623  -0.09
C 1.541 3.427 -0.451  -0.08
C 1.383 1.590 5.085  -0.07
C -1.289 -4.046 6.827  -0.09
C -0.004 2.434 3.352  -0.27
C 6.063 2.396 2.068  -0.02
C -1.102 6.133 1.682  -0.07
C -0.398 6.494 0.542  0.00
C 5.306 0.829 0.403  -0.08
C 0.827 2.688 -1.378  0.00
C -1.732 8.426 2.034  -0.09
C 5.958 3.053 -0.254  -0.02
C 0.981 -1.112 -3.733  -0.21
C -1.122 2.360 4.154  -0.01
C -0.373 7.824 0.176  -0.28
C 8.342 7.768 -1.526  -0.09
C 2.671 4.132 -0.843  -0.10
C -1.408 -0.729 -2.882  -0.20
C -1.026 8.801 0.900  -0.03
C -3.006 -1.566 -1.057  -0.10
C -0.976 1.874 5.445  -0.09
C -3.226 -4.955 -2.192  -0.12
C -0.382 -1.711 -3.428  -0.23
C -9.962 -3.193 -0.488  -0.02
C -8.726 -3.350 -1.084  -0.28
C -1.987 -7.191 -2.134  -0.07
C 7.647 7.101 -2.523  -0.02
C 6.448 6.503 -2.196  -0.28
C -11.035 -3.922 -0.980  -0.09
C -10.861 -4.794 -2.045  -0.11
C 4.337 -4.220 -0.679  -0.11
C -1.317 -2.972 5.948  -0.05
C 5.593 1.136 1.726  -0.08
C 6.233 3.332 1.069  -0.28
C 6.617 7.228 0.061  -0.08
C 2.389 3.341 -3.102  -0.01
C -0.797 -1.506 7.748  -0.27
C -1.770 7.096 2.427  -0.10
C -3.278 -2.973 -0.514  -0.45
C -1.012 -3.836 8.170  -0.09
C 3.089 4.093 -2.168  -0.08
C -2.388 -5.976 -2.981  -0.39
C 1.268 2.653 -2.683  -0.28
C 3.259 -2.269 -3.566  -0.19
C 7.834 7.824 -0.234  -0.09
C -4.765 -3.279 -0.368  -0.02
C 1.933 -2.179 -4.315  -0.20
C 1.251 2.064 3.788  -0.01
C -1.170 -5.333 -3.682  -0.06
C 0.273 1.485 5.912  -0.11
C -8.527 -4.211 -2.146  -0.01
C 5.909 6.566 -0.929  -0.03
C 3.062 -2.933 -2.216  -0.26
C -2.756 -1.420 -2.574  -0.16
C -1.071 -1.685 6.405  0.00
B -1.909 -4.080 1.042  -1.08
H -0.978 9.832 0.576  0.11
H -9.467 -5.621 -3.450  0.10
H 1.415 -0.691 -2.825  0.11
H -1.226 -5.483 -4.760  0.07
H 6.100 3.813 -1.009  0.10
H 8.031 7.026 -3.532  0.12
H -1.482 -5.046 6.462  0.10
H -3.653 -4.263 -2.924  0.11
H -4.030 -5.489 -1.689  0.12
H 0.894 -0.290 -4.440  0.10
H -2.087 2.656 3.764  0.12
H -1.554 0.092 -3.586  0.10
H 0.377 1.097 6.912  0.08
H 2.097 2.129 3.117  0.12
H 1.218 3.428 0.578  0.08
H 3.971 4.638 -2.473  0.08
H -1.843 1.787 6.086  0.11
H -1.093 -0.841 5.733  0.10
H 6.291 2.657 3.093  0.11
H -1.492 -3.803 -1.489  0.09
H -1.923 -4.571 2.141  0.05
H -5.132 -2.599 0.398  0.09
H 4.934 -0.152 0.140  0.11
H -0.235 -2.484 -2.667  0.09
H 0.124 5.759 -0.057  0.10
H -0.239 -5.766 -3.323  0.07
H -1.528 -3.134 4.899  0.11
H -10.072 -2.512 0.345  0.12
H -11.700 -5.363 -2.423  0.10
H -2.791 -7.927 -2.109  0.07
H -5.323 -3.137 -1.292  0.07
H -1.743 -6.903 -1.116  0.07
H -0.778 -2.173 -4.336  0.12
H -2.254 9.178 2.611  0.10
H -0.051 2.122 -1.094  0.12
H -0.992 -4.671 8.857  0.10
H -2.747 -2.401 -3.047  0.08
H 9.288 8.240 -1.757  0.10
H -2.320 6.809 3.314  0.10
H 2.357 1.286 5.445  0.11
H -2.132 -1.215 -0.515  0.10
H 8.386 8.339 0.541  0.10
H -7.541 -4.305 -2.581  0.12
H -1.015 -0.296 -1.962  0.10
H 1.443 -3.151 -4.210  0.10
H 2.542 -3.882 -2.365  0.12
H 6.220 7.275 1.065  0.11
H 2.081 -2.036 -5.385  0.10
H -0.537 -2.368 9.683  0.11
H 4.783 -3.878 0.254  0.08
H -1.106 -7.670 -2.563  0.07
H 4.942 -5.037 -1.077  0.08
H 5.266 1.553 -1.614  0.11
H 3.729 -1.291 -3.451  0.11
H 3.957 -2.892 -4.132  0.11
H -3.557 -0.854 -3.049  0.10
H 5.445 0.393 2.498  0.11
H 2.710 3.273 -4.133  0.12
H 4.957 6.096 -0.723  0.10
H -3.849 -0.937 -0.767  0.11
H 3.334 -4.583 -0.462  0.06
H 3.231 4.702 -0.111  0.09
H -3.031 -6.356 -3.778  0.11
H -1.126 5.096 1.984  0.09
H -1.114 -4.261 -3.511  0.03
H 2.435 -2.307 -1.575  0.09
H -12.011 -3.806 -0.527  0.10
H -4.882 -4.292 0.010  0.09

=====

(2)
C16H38Cl4O6 | the ωB97M-V functional and the def2-TZVPD basis

Values from the calculation:
LUMO: 0.445 eV
ΔE to the lowest compared entry with this formula, charge and spin: 45.8 kcal per mole
Energy: -79577.615 eV

Last column: natural (NBO) charge in e.
Cartesian coordinates (Å):
Cl -5.708 -0.606 -2.893  -0.05
Cl -4.835 4.595 2.002  -0.06
Cl -3.460 -3.012 -1.966  -0.04
Cl -5.587 4.493 -1.022  -0.07
O -0.440 3.737 -1.457  -0.56
O 2.519 -1.708 6.676  -0.55
O 1.693 -1.858 -6.249  -0.54
O 3.440 -3.283 9.226  -0.52
O 2.465 -5.179 -6.566  -0.54
O 1.741 5.333 0.220  -0.54
C 1.873 -4.024 -7.090  -0.06
C 0.986 4.231 0.582  -0.09
C 2.886 -2.007 9.057  -0.08
C 2.511 -4.245 9.611  -0.25
C -3.704 -2.332 -3.562  -0.40
C 2.126 -0.824 -5.339  -0.26
C -6.172 3.530 1.442  -0.39
C 2.189 6.163 1.266  -0.25
C -6.857 4.102 0.217  -0.37
C -4.069 -0.854 -3.453  -0.40
C 2.651 -2.826 -6.481  -0.07
C -0.251 4.922 -2.280  -0.25
C 1.869 -1.703 7.990  -0.10
C 1.980 -6.401 -7.066  -0.25
C 1.557 -1.371 5.594  -0.26
C 0.615 3.257 -0.586  -0.07
H 0.747 4.831 -2.707  0.17
H 2.147 -7.262 -6.419  0.19
H 0.689 -2.030 5.613  0.17
H 1.581 0.093 -5.567  0.19
H -7.435 5.002 0.427  0.22
H 3.173 -3.225 -5.611  0.18
H 1.529 3.635 1.316  0.15
H -7.540 3.423 -0.294  0.23
H -3.973 -0.358 -4.419  0.22
H 1.975 -4.040 -8.176  0.16
H 0.831 -4.040 -6.770  0.17
H 2.712 5.678 2.090  0.18
H 3.048 -5.190 9.687  0.19
H -0.920 4.905 -3.141  0.19
H 0.981 -2.330 8.068  0.17
H 2.455 -1.689 10.006  0.16
H 3.657 -1.256 8.888  0.20
H 2.305 -6.675 -8.070  0.16
H 3.186 -0.572 -5.349  0.18
H 1.396 6.868 1.516  0.18
H -5.826 2.520 1.219  0.22
H 0.899 -6.421 -7.205  0.16
H 0.071 4.390 1.153  0.16
H 1.594 3.083 -1.032  0.17
H -4.539 -2.889 -3.986  0.22
H 1.086 -0.398 5.731  0.16
H 2.898 6.801 0.739  0.19
H -3.444 -0.353 -2.713  0.23
H 2.190 -4.043 10.633  0.16
H -2.839 -2.440 -4.216  0.22
H -6.862 3.499 2.285  0.22
H 0.147 2.382 -0.135  0.20
H 1.633 -0.673 8.259  0.17
H 3.425 -2.474 -7.162  0.16
H 1.789 -1.161 -4.359  0.18
H 1.647 -4.368 8.957  0.17
H 1.983 -1.209 4.604  0.20
H -0.413 5.854 -1.737  0.18

=====

(3)
C2H2N2O | the ωB97M-V functional and the def2-TZVPD basis

Values from the calculation:
LUMO: -1.108 eV
ΔE to the lowest compared entry with this formula, charge and spin: 72.3 kcal per mole
Energy: -7130.710 eV

Last column: natural (NBO) charge in e.
Cartesian coordinates (Å):
O 1.416 1.408 -0.266  -0.40
N 0.809 -2.047 0.464  -0.16
N -1.088 0.382 0.271  -0.87
C 0.819 0.416 -0.115  0.66
C 0.900 -0.967 0.078  0.11
H -1.289 -0.303 -0.376  0.32
H -1.568 1.111 -0.055  0.34

=====

(4)
C5H13O | the ωB97M-V functional and the def2-TZVPD basis

Values from the calculation:
LUMO: 4.381 eV
ΔE to the lowest compared entry with this formula, charge and spin: 1.0 kcal per mole
Energy: -7442.886 eV
Charge: -1

Last column: natural (NBO) charge in e.
Cartesian coordinates (Å):
O -0.195 -0.427 -0.646  -0.97
C -0.653 2.770 -0.823  -0.61
C -0.912 -1.269 0.118  0.00
C -0.226 -1.607 1.464  -0.42
C 0.765 2.450 -1.288  -0.62
C 1.143 -2.234 1.239  -0.62
H 1.703 -1.565 0.585  0.23
H -1.006 1.922 -0.233  0.25
H 1.700 -2.383 2.169  0.17
H -1.348 2.906 -1.654  0.18
H 0.837 1.382 -1.491  0.28
H -0.689 3.675 -0.207  0.17
H -0.087 -0.664 2.006  0.17
H 1.055 3.032 -2.170  0.16
H 1.481 2.722 -0.508  0.18
H -1.115 -2.266 -0.367  0.06
H 1.069 -3.206 0.741  0.18
H -1.936 -0.884 0.379  0.07
H -0.868 -2.257 2.078  0.15

=====

(5)
C2H4F3O2SSr | the ωB97M-V functional and the def2-TZVPD basis

Values from the calculation:
LUMO: -4.650 eV
Energy: -26048.948 eV
Charge: +1

Last column: natural (NBO) charge in e.
Cartesian coordinates (Å):
Sr 3.134 5.158 -2.691  1.77
S 3.368 3.255 0.255  1.51
F 1.123 3.411 1.592  -0.29
F 2.086 1.475 1.677  -0.29
F 1.011 2.074 -0.096  -0.29
O 3.700 2.225 -0.906  -0.93
O 2.848 4.533 -0.384  -1.08
C 1.767 2.492 0.899  0.79
C 2.738 2.810 -3.850  -1.48
H 2.542 3.026 -4.912  0.24
H 1.761 2.375 -3.566  0.23
H 3.098 1.942 -1.809  0.60
H 3.686 2.248 -3.939  0.23

=====

> Which value of LUMO does entry 2 give?

0.445 eV